{
  "formula": "C26H32BrIrO4",
  "method": "wB97M-V/def2-TZVPD",
  "symbols": ["O", "C", "C", "H", "H", "C", "H", "H", "C", "H", "H", "H", "C", "H", "H", "H", "Ir", "C", "C", "C", "H", "C", "C", "H", "H", "H", "H", "C", "C", "C", "H", "C", "C", "H", "H", "H", "H", "O", "C", "C", "H", "H", "C", "H", "H", "C", "H", "H", "H", "H", "Br", "C", "C", "C", "C", "C", "C", "C", "O", "O", "H", "H", "H", "H"],
  "coordinates": [[-1.900, 0.090, -3.405], [-0.954, 0.391, -2.312], [-0.987, 1.895, -2.544], [0.047, -0.020, -2.418], [-1.399, 0.005, -1.388], [-2.307, 1.507, -3.326], [-0.103, 2.158, -3.143], [-1.092, 2.503, -1.639], [-2.467, 2.134, -4.702], [-1.531, 2.132, -5.284], [-2.739, 3.186, -4.567], [-3.240, 1.645, -5.313], [-3.486, 1.689, -2.339], [-3.119, 2.111, -1.380], [-3.984, 0.736, -2.097], [-4.221, 2.395, -2.750], [0.117, 1.044, 1.323], [1.105, 2.743, 2.399], [2.029, 1.645, 2.398], [2.285, 1.259, 1.036], [2.453, 1.177, 3.280], [1.541, 2.164, 0.178], [0.804, 3.081, 1.029], [0.154, 3.889, 0.686], [0.696, 3.231, 3.287], [2.946, 0.448, 0.724], [1.566, 2.164, -0.911], [-0.968, -0.164, 2.939], [-1.633, 1.081, 2.738], [-2.063, 1.133, 1.351], [-1.812, 1.847, 3.493], [-1.744, -0.147, 0.772], [-0.910, -0.869, 1.684], [-0.363, -1.790, 1.492], [-0.575, -0.542, 3.877], [-2.572, 1.954, 0.847], [-2.131, -0.543, -0.166], [1.000, -0.257, -4.001], [0.981, 0.377, -5.327], [0.711, -0.719, -6.382], [1.965, 0.850, -5.517], [0.210, 1.182, -5.330], [0.775, -2.083, -5.646], [1.453, -0.661, -7.185], [-0.294, -0.578, -6.804], [0.691, -1.677, -4.171], [1.700, -2.639, -5.872], [-0.098, -2.710, -5.884], [1.307, -2.284, -3.478], [-0.363, -1.804, -3.870], [1.091, 0.365, 5.685], [1.244, -1.478, 6.082], [0.833, -1.931, 7.342], [0.951, -3.278, 7.695], [1.531, -4.159, 6.776], [1.977, -3.707, 5.537], [1.850, -2.358, 5.176], [2.469, -1.883, 3.854], [3.688, -2.170, 3.815], [1.696, -1.320, 3.054], [0.421, -1.226, 8.054], [0.632, -3.625, 8.677], [1.641, -5.213, 7.027], [2.492, -4.377, 4.846]],
  "forces_ev_per_angstrom": [[0.817, 1.303, 0.866], [-0.055, -1.000, 0.475], [-0.461, -1.030, -0.221], [-0.519, -0.240, -0.088], [0.345, 0.742, -0.729], [0.742, 0.499, 0.062], [-0.543, 0.252, 0.013], [0.003, 0.153, -0.376], [-0.167, 0.108, -0.048], [-0.346, -0.189, 0.391], [-0.095, -0.098, -0.069], [0.141, 0.087, 0.323], [-0.172, 0.165, -0.010], [-0.300, -0.202, -0.553], [0.147, 0.304, -0.365], [0.102, -0.277, 0.201], [-0.420, -1.312, -1.651], [1.229, 0.398, 0.613], [-0.152, 0.826, 0.155], [-0.180, 0.275, -0.012], [-0.208, 0.024, -0.295], [0.937, 1.111, 0.488], [0.370, -0.348, -0.586], [0.290, -0.379, 0.128], [0.244, -0.171, -0.456], [-0.339, 0.383, 0.100], [-0.209, -0.031, 0.338], [-0.262, 0.128, 0.401], [-0.366, -0.483, 0.397], [-0.080, -0.697, -0.194], [0.107, -0.299, -0.321], [-1.306, -0.225, 0.519], [-0.346, 0.256, 0.301], [-0.458, 0.171, 0.193], [0.041, 0.287, -0.457], [-0.038, -0.450, 0.326], [0.364, 0.341, 0.542], [0.823, -0.850, -2.213], [0.265, -0.066, 0.396], [-0.352, 0.054, 0.086], [-0.438, -0.224, 0.330], [0.516, -0.707, 0.028], [0.354, 0.448, 0.222], [-0.270, -0.015, 0.071], [0.346, -0.035, -0.017], [-0.746, 0.196, 0.679], [-0.387, 0.281, 0.052], [0.472, 0.144, -0.069], [-0.061, 0.477, -0.462], [0.304, 0.057, 0.124], [0.211, -0.548, 0.479], [-1.940, 3.085, 2.647], [-0.100, -1.147, 0.697], [-1.560, 3.687, 2.120], [1.381, -2.584, -2.703], [0.404, 0.415, -0.278], [2.751, -3.360, -2.602], [-3.330, 0.744, -0.146], [0.946, -0.314, -0.221], [1.667, -0.682, 0.662], [-0.037, -0.027, -0.144], [0.063, 0.199, -0.330], [0.054, 0.273, -0.116], [-0.193, 0.114, 0.305]],
  "de_lowest_ev": 0.021,
  "largest_force_ha_per_bohr": 0.098,
  "charge": 1,
  "s_squared": 8.813,
  "orbital_gap_ev": [5.50, 4.93],
  "multiplicity": 6
}